DFT (ωB97M-V/def2-TZVPD) results for a single C29H30N4O molecule.

Bonds (Å) are listed after each position.
Positions of all 64 atoms, in Å:
1 N 1.42128 2.33190 1.58618  C2 1.398, C7 1.380, C20 1.465
2 C 1.70875 3.69611 1.69049  N1 1.398, N3 1.328, H8 1.090
3 N 3.01786 3.91660 1.69811  C2 1.328, C4 1.375
4 C 3.62345 2.68497 1.61446  N3 1.375, C5 1.475, C7 1.389
5 C 5.08822 2.52232 1.54706  C4 1.475, O6 1.211, H9 1.121
6 O 5.92756 3.39524 1.53752  C5 1.211
7 C 2.64690 1.69805 1.56013  N1 1.380, C4 1.389, H10 1.080
8 H 0.95443 4.47984 1.75554  C2 1.090
9 H 5.33601 1.43099 1.49017  C5 1.121
10 H 2.84391 0.64147 1.66306  C7 1.080
11 C -1.43204 -1.34382 -6.63693  N12 1.450, H38 1.099, H39 1.096, H40 1.102
12 N -2.02522 -0.33105 -5.78553  C11 1.450, C13 1.447, C14 1.363
13 C -2.86004 0.64275 -6.45457  N12 1.447, H41 1.097, H42 1.095, H43 1.101
14 C -1.79191 -0.29468 -4.44345  N12 1.363, C15 1.425, C37 1.422
15 C -2.36235 0.70874 -3.60820  C14 1.425, C16 1.389, H44 1.089
16 C -2.01203 0.80051 -2.26705  C15 1.389, C17 1.410, H45 1.091
17 C -1.11603 -0.11462 -1.67825  C16 1.410, C18 1.481, C36 1.417
18 C -0.60547 0.05542 -0.29849  C17 1.481, C19 1.374, C27 1.490
19 C -0.43751 1.31378 0.22833  C18 1.374, C20 1.515, H46 1.102
20 C 0.10087 1.69814 1.59099  N1 1.465, C19 1.515, C21 1.532, H47 1.093
21 C -0.77064 2.70442 2.34899  C20 1.532, C22 1.398, C26 1.395
22 C -0.70264 2.69486 3.74579  C21 1.398, C23 1.394, H48 1.095
23 C -1.34244 3.69788 4.47138  C22 1.394, C24 1.399, H49 1.089
24 C -2.04164 4.70609 3.79964  C23 1.399, C25 1.395, H50 1.087
25 C -2.12189 4.70223 2.40700  C24 1.395, C26 1.402, H51 1.090
26 C -1.48009 3.69628 1.67150  C21 1.395, C25 1.402, H52 1.093
27 C -0.15719 -1.17944 0.40426  C18 1.490, C28 1.391, C35 1.417
28 C 1.04348 -1.13563 1.10614  C27 1.391, C29 1.379, H53 1.078
29 C 1.56320 -2.20119 1.81134  C28 1.379, C30 1.415, H54 1.090
30 C 0.89577 -3.44730 1.76031  C29 1.415, N31 1.362, C34 1.428
31 N 1.45605 -4.53148 2.36403  C30 1.362, C32 1.446, C33 1.449
32 C 0.73660 -5.77290 2.54028  N31 1.446, H55 1.096, H56 1.101, H57 1.096
33 C 2.80865 -4.49985 2.88282  N31 1.449, H58 1.096, H59 1.101, H60 1.095
34 C -0.34070 -3.53042 1.05082  C30 1.428, C35 1.392, H61 1.094
35 C -0.83789 -2.42222 0.37070  C27 1.417, C34 1.392, H62 1.093
36 C -0.64462 -1.17797 -2.48700  C17 1.417, C37 1.385, H63 1.091
37 C -0.94665 -1.26264 -3.83575  C14 1.422, C36 1.385, H64 1.092
38 H -1.59474 -2.35403 -6.23599  C11 1.099
39 H -1.90925 -1.27283 -7.62050  C11 1.096
40 H -0.34647 -1.19948 -6.76066  C11 1.102
41 H -2.63470 1.66123 -6.11605  C13 1.097
42 H -2.65882 0.56802 -7.52826  C13 1.095
43 H -3.92982 0.45028 -6.28035  C13 1.101
44 H -3.06163 1.42792 -4.03210  C15 1.089
45 H -2.44964 1.58065 -1.64275  C16 1.091
46 H -0.75821 2.16002 -0.40082  C19 1.102
47 H 0.15651 0.79175 2.19993  C20 1.093
48 H -0.12067 1.91066 4.24144  C22 1.095
49 H -1.27282 3.69144 5.55831  C23 1.089
50 H -2.50538 5.51296 4.36212  C24 1.087
51 H -2.65819 5.48015 1.86334  C25 1.090
52 H -1.49068 3.70692 0.57825  C26 1.093
53 H 1.59494 -0.21007 1.06206  C28 1.078
54 H 2.48022 -2.07575 2.38741  C29 1.090
55 H -0.32223 -5.57757 2.74668  C32 1.096
56 H 0.80103 -6.41223 1.64595  C32 1.101
57 H 1.17842 -6.31159 3.38652  C32 1.096
58 H 3.44748 -3.85750 2.26671  C33 1.096
59 H 2.84694 -4.12263 3.91672  C33 1.101
60 H 3.21739 -5.51595 2.87050  C33 1.095
61 H -0.87856 -4.48270 1.01317  C34 1.094
62 H -1.76676 -2.51033 -0.19830  C35 1.093
63 H 0.00493 -1.94177 -2.05663  C36 1.091
64 H -0.51329 -2.07095 -4.42854  C37 1.092

Calculated values
M ... 450.59 g mol⁻¹
F_max ... 1.6 eV/A
Energy above the lowest of the compared OMol25 structures with the same formula, charge and spin ... 0.0 kJ/mol
LUMO level ... 0.542 eV
HOMO-LUMO gap ... 7.808 eV
Total charge ... 0